1.
ORCA calculation (ωB97M-V/def2-TZVPD) on C34H80F6Na2O22S2 as an isolated structure at a distorted geometry.

As for the total charge: 0. The value obtained for the energy above the lowest of the compared OMol25 structures with the same formula, charge and spin is 271.4 kcal per mole. Its calculated total energy is -4718.33223 Eh. The molar mass is 1065.1 g mol⁻¹. The value obtained for the LUMO energy is -0.097 hartree.

Geometry as XYZ:
```
146
C34H80F6Na2O22S2 ωB97M-V/def2-TZVPD
Na -1.12050 -7.84104 1.90171
Na -3.55656 -2.12974 6.51243
C 0.17267 -1.39551 0.41657
F 0.30282 -0.26605 1.15258
F 0.25642 -1.16073 -0.93732
F 1.22314 -2.18085 0.74484
S -1.45732 -2.36839 0.84014
O -1.51157 -2.26844 2.27777
O -2.50863 -1.74941 0.10361
O -1.16956 -3.76094 0.36140
C 5.14476 -6.55156 3.96528
F 6.42946 -6.95649 3.97530
F 5.02597 -5.65500 4.92841
F 4.88851 -6.13890 2.76094
S 3.97485 -8.08033 4.44801
O 2.64244 -7.67429 3.93890
O 4.62130 -9.21768 3.80780
O 4.07039 -8.13331 5.90940
C 1.10088 8.01162 2.86156
O 0.56171 6.75978 2.62264
C -0.87875 6.70579 2.71711
C -1.26976 5.25710 2.35189
O -2.34511 4.97652 3.17298
C -3.33875 4.02470 2.68811
H 0.72589 8.54583 3.73455
H 0.75668 8.70547 2.09461
H 2.18583 7.92866 2.79747
H -1.32980 7.40931 2.01732
H -1.30377 7.01024 3.67355
H -0.49137 4.51474 2.52828
H -1.62491 5.20307 1.32279
H -3.06630 2.97607 2.80752
H -3.56924 4.25320 1.64755
H -4.17989 4.20093 3.35858
C 1.00444 -6.15496 -8.07882
O 1.09249 -4.78614 -8.55373
C 0.65143 -3.76962 -7.60272
C -0.83711 -3.88793 -7.32953
O -0.96750 -4.97866 -6.36306
C -0.71971 -4.76889 -5.01569
H 0.01939 -6.62054 -8.04710
H 1.54006 -6.21332 -7.13130
H 1.45777 -6.84604 -8.78945
H 0.82032 -2.80777 -8.08689
H 1.22674 -3.78198 -6.67699
H -1.41285 -4.09172 -8.23235
H -1.27281 -2.95102 -6.98246
H -1.24726 -5.58317 -4.51895
H -1.28306 -3.90646 -4.65940
H 0.36618 -4.70572 -4.94537
C -11.57650 3.22940 -5.10696
O -10.78737 2.43234 -4.26935
C -11.34771 1.18989 -3.74237
C -10.28206 0.23289 -3.09741
O -9.70093 0.80548 -1.94200
C -8.43920 0.29148 -1.55081
H -10.92835 4.00232 -5.52000
H -12.45334 3.65233 -4.61667
H -11.99428 2.63462 -5.91925
H -11.85788 0.64105 -4.53394
H -12.13587 1.37481 -3.01250
H -9.42321 0.20087 -3.76783
H -10.61186 -0.78884 -2.90927
H -8.20158 0.59549 -0.53139
H -7.60058 0.66145 -2.14067
H -8.48540 -0.78574 -1.71075
C 6.13939 1.77024 2.60139
O 6.95190 2.98454 2.77044
C 6.50523 4.06528 1.90356
C 7.01679 4.03749 0.43442
O 8.43884 3.76869 0.15656
C 9.34259 4.73960 0.65632
H 6.66966 1.04208 3.21514
H 6.25954 1.42306 1.57516
H 5.10078 1.76452 2.93208
H 6.85704 5.02600 2.27952
H 5.41914 4.05173 1.81225
H 6.70558 4.98606 -0.00314
H 6.44756 3.24239 -0.04715
H 9.26614 5.70685 0.15965
H 10.38401 4.43616 0.76335
H 9.05198 5.10896 1.63979
C 3.03013 3.57067 -5.20602
O 3.71895 4.57331 -5.96388
C 3.54675 4.45453 -7.35902
C 4.19703 5.57129 -8.21192
O 4.15462 4.98019 -9.48647
C 5.00454 5.63323 -10.46184
H 3.42430 3.71308 -4.19981
H 3.08822 2.56150 -5.61383
H 1.96238 3.78499 -5.25159
H 2.49311 4.30465 -7.59453
H 4.06375 3.51063 -7.53185
H 5.22846 5.70136 -7.88431
H 3.74761 6.56392 -8.24005
H 5.98481 5.44165 -10.02539
H 4.95344 6.70709 -10.64157
H 4.82342 5.17113 -11.43228
C -7.18309 -4.13925 3.70358
O -7.18322 -3.05058 4.58872
C -8.47524 -2.72045 5.21180
C -8.19178 -1.71430 6.33430
O -7.27649 -2.14512 7.29715
C -7.68291 -3.13722 8.22017
H -8.08940 -4.12351 3.09822
H -7.04195 -5.09696 4.20455
H -6.39626 -3.98125 2.96599
H -8.89479 -3.64333 5.61228
H -9.17836 -2.26018 4.51762
H -9.03258 -1.39345 6.94929
H -7.89811 -0.82683 5.77372
H -8.23551 -3.96070 7.76782
H -8.28077 -2.58999 8.94901
H -6.91003 -3.54199 8.87355
C 8.88311 -1.79832 -1.21781
O 8.64373 -2.85506 -2.15667
C 7.52868 -3.70049 -1.93315
C 6.19894 -2.96289 -2.29758
O 6.08161 -2.49558 -3.68497
C 6.46683 -3.37908 -4.70705
H 7.99520 -1.16705 -1.25240
H 9.73645 -1.15354 -1.42799
H 9.11035 -2.14543 -0.20985
H 7.48828 -4.02036 -0.89193
H 7.62268 -4.65720 -2.44693
H 6.04448 -2.00875 -1.79374
H 5.32072 -3.57712 -2.09873
H 6.01418 -4.34779 -4.49539
H 7.55557 -3.32663 -4.70915
H 6.08199 -2.94844 -5.63147
C -3.14586 1.68237 8.23718
O -2.10067 0.96264 7.58883
C -0.81284 1.26683 8.11013
C 0.06638 0.22727 7.45156
O -0.45489 -1.09016 7.82268
C 0.32458 -2.16524 7.35285
H -2.96869 2.75769 8.25662
H -3.26212 1.30977 9.25490
H -4.06414 1.47859 7.68643
H -0.79070 1.10062 9.18715
H -0.42619 2.28089 8.00869
H 1.06282 0.18890 7.89171
H 0.19344 0.48953 6.40124
H 1.20947 -2.23244 7.98574
H 0.55864 -2.12716 6.28896
H -0.16306 -3.12909 7.49880
```


2.
ORCA calculation (ωB97M-V/def2-TZVPD) on a 11-piece molecular cluster, C34H80FI2N12O25P2 overall at a distorted geometry.

As for the total charge: +1. Its calculated total energy is -5258.26849 Eh. The molar mass is 1391.8 g mol⁻¹. The value obtained for the LUMO energy is -0.132 hartree.

Geometry as XYZ:
```
156
C34H80FI2N12O25P2 ωB97M-V/def2-TZVPD
C 3.84093 -3.99830 -0.46427
C 3.24513 -3.87795 -1.84677
O 4.25729 -3.64986 -2.85560
P 4.18618 -2.32874 -3.73573
O 4.97822 -2.43550 -4.95124
C 4.75815 -0.97985 -2.67296
C 3.80140 0.20044 -2.58768
C 2.73177 -0.18482 -1.59593
N 1.60222 0.80013 -1.47936
C 0.28586 0.10716 -1.79661
F 0.24977 -1.12642 -1.23842
P 0.04996 -0.04296 -3.66395
N -1.06305 -1.03431 -4.11339
C -0.85647 0.96259 -1.26987
O -0.48111 2.28974 -1.45461
C 0.48656 2.80842 -0.50126
C -0.26984 3.19500 0.75722
C -1.37153 4.24555 0.58849
C -2.69736 3.65477 0.10016
C -3.91486 4.26040 0.77330
C -5.21162 3.70775 0.14309
C -5.93435 2.68435 1.02225
C -6.51163 1.52128 0.22447
C -7.46346 1.94584 -0.88955
O -6.93922 1.50953 -2.13002
C -7.82463 1.71516 -3.20973
C 1.10293 4.02108 -1.27346
C 1.54554 5.17081 -0.35962
C 0.18250 4.54133 -2.39985
C 0.70398 5.86050 -2.99337
C 1.55707 1.67063 -0.22888
I 1.16395 0.38148 1.48233
I 3.52439 2.47935 0.25858
O 2.64571 -1.97452 -3.99199
C 1.83169 -3.02904 -4.58250
C 0.46457 -3.03390 -3.91802
H 3.02762 -4.00941 0.25243
H 4.47318 -3.13841 -0.27574
H 4.42247 -4.90897 -0.38874
H 2.74601 -4.80419 -2.10654
H 2.48881 -3.09818 -1.84410
H 5.70110 -0.67779 -3.11023
H 4.98005 -1.36793 -1.68033
H 4.36080 1.07391 -2.27000
H 3.35475 0.39237 -3.56079
H 2.29314 -1.09665 -1.98897
H 3.12181 -0.43711 -0.61796
H 1.72914 1.48823 -2.23103
H 1.33551 -0.29677 -4.18414
H -0.20571 1.30320 -3.98743
H -1.49408 -1.53499 -3.34313
H -1.09096 0.71122 -0.23980
H -1.72536 0.76502 -1.89288
H 0.44923 3.51508 1.50799
H -0.78717 2.33140 1.15745
H -1.55873 4.61786 1.58995
H -1.08132 5.10967 0.00839
H -2.78143 3.73130 -0.98207
H -2.71049 2.58699 0.33179
H -3.91427 3.96902 1.82023
H -3.88464 5.34381 0.71945
H -4.94314 3.19764 -0.78217
H -5.87037 4.51554 -0.15380
H -5.24473 2.26275 1.75013
H -6.74635 3.15895 1.56986
H -5.71943 0.92471 -0.22069
H -7.04910 0.87158 0.91009
H -8.43875 1.48199 -0.73637
H -7.60331 3.02912 -0.89296
H -8.86609 1.65080 -2.89589
H -7.66151 2.69369 -3.66115
H -7.64854 0.94873 -3.95547
H 1.98570 3.67672 -1.81785
H 2.46894 5.59545 -0.72656
H 1.74556 4.86861 0.65863
H 0.81692 5.96981 -0.32597
H -0.82628 4.70286 -2.04424
H 0.18543 3.82724 -3.21403
H 0.30962 5.95048 -3.99989
H 0.34018 6.72043 -2.44481
H 1.78687 5.87025 -3.05292
H 2.32054 -3.99067 -4.48447
H 1.73779 -2.80248 -5.63704
H 0.57392 -2.61886 -2.91789
H 0.07708 -4.03815 -3.80019
H -0.23956 -2.39219 -4.43298
C -2.23736 -1.87854 1.01795
N -3.63469 -2.12779 1.46160
O -4.41940 -1.20640 1.42643
O -3.89070 -3.26057 1.81771
H -2.15378 -0.84068 0.72429
H -1.57992 -2.11228 1.85132
H -2.04839 -2.54363 0.17917
C 6.56801 -3.61702 2.92144
N 6.13045 -2.62864 1.89802
O 4.98136 -2.22231 1.93338
O 6.94741 -2.28957 1.07329
H 5.73279 -3.82397 3.57857
H 6.88809 -4.50835 2.39081
H 7.40117 -3.17624 3.45968
C -5.59139 -2.73166 4.40364
N -6.43398 -3.14558 5.56017
O -7.61264 -3.34676 5.35855
O -5.87447 -3.25455 6.63087
H -6.21708 -2.67524 3.52234
H -5.16394 -1.76374 4.64783
H -4.81231 -3.47696 4.28678
C 2.24040 -2.81500 3.98417
N 0.82354 -3.01196 4.39772
O 0.08572 -2.04174 4.35957
O 0.49798 -4.12458 4.73388
H 2.36910 -1.77413 3.71747
H 2.87614 -3.08757 4.82064
H 2.42535 -3.46803 3.13683
C -0.47554 6.81628 4.22540
N -1.77815 6.46686 3.59674
O -2.59675 5.85640 4.24808
O -1.91585 6.80211 2.43551
H -0.47338 6.45156 5.24431
H 0.30079 6.34473 3.63436
H -0.38219 7.89756 4.18551
C 4.31166 6.57778 5.09113
N 3.00719 6.19820 4.48322
O 2.19380 5.61967 5.17545
O 2.83535 6.49149 3.31708
H 4.31330 6.25023 6.12314
H 5.08938 6.08921 4.51219
H 4.40193 7.65663 5.01328
C 0.26900 -7.64990 -3.36679
N 1.24200 -7.11966 -2.37059
O 2.41584 -7.37593 -2.52161
O 0.79174 -6.45423 -1.45470
H 0.81869 -8.21461 -4.10937
H -0.43617 -8.27619 -2.82927
H -0.24262 -6.79935 -3.80656
C 6.80333 6.16081 -0.92348
N 5.93989 5.78909 0.23179
O 4.73971 5.69305 0.04686
O 6.49045 5.60291 1.29381
H 6.17187 6.29359 -1.79300
H 7.31632 7.08015 -0.65952
H 7.51773 5.35572 -1.06453
C -4.78340 -5.85290 -0.33048
N -4.00921 -6.28895 -1.52555
O -3.10209 -5.56855 -1.90248
O -4.32706 -7.33543 -2.04167
H -4.36996 -4.91231 0.00909
H -5.82273 -5.74952 -0.62565
H -4.67686 -6.62374 0.42626
C 1.09382 -8.36181 1.06009
N 1.43829 -9.48289 1.97810
O 1.26243 -9.31486 3.16619
O 1.87765 -10.48919 1.46461
H 0.71525 -7.53726 1.65128
H 1.99867 -8.08563 0.52740
H 0.34097 -8.72852 0.36996
```


3.
ORCA calculation (ωB97M-V/def2-TZVPD) on a 7-piece molecular cluster, C34H81FN15O7 overall at a distorted geometry.

As for the total charge: +1. Its calculated total energy is -2791.82808 Eh. The molar mass is 831.1 g mol⁻¹. The value obtained for the LUMO energy is -0.141 hartree.

Geometry as XYZ:
```
138
C34H81FN15O7 ωB97M-V/def2-TZVPD
C 9.08392 -1.03752 0.73293
C 8.85482 0.29604 -0.08919
C 8.97960 1.57753 0.82445
C 7.81185 2.63123 0.56997
C 6.46288 1.96909 1.07378
C 5.50012 1.84405 -0.18958
C 4.13295 1.16102 0.25181
C 2.88986 2.07956 -0.16195
C 1.71299 1.16030 -0.70938
C 0.57328 1.96696 -1.44470
C 0.00093 1.24215 -2.73592
C -1.45038 1.81012 -3.00972
C -2.59142 0.70771 -2.90316
C -3.78259 1.28564 -2.00313
C -4.19426 0.30498 -0.79956
C -2.96927 0.02360 0.13052
N -2.43167 -1.36582 0.18396
C -3.31677 -2.37960 0.83865
C -3.42436 -3.72792 0.05654
C -2.21949 -4.73256 0.25730
C -1.55109 -4.69440 1.67469
C -1.18903 -4.54622 -0.93798
C -1.26451 -1.11729 1.02635
N -0.04215 -1.52689 0.84924
N -1.73505 -0.24616 2.09838
C -2.95877 0.51320 1.63264
C -4.20818 0.29144 2.55787
O -4.12932 0.93913 3.81552
C -3.47634 0.14019 4.80036
C -2.43780 2.01446 1.79139
C -3.57396 3.08913 1.64875
C -3.02893 4.32248 0.80832
F -3.94934 3.63809 2.89201
H 8.22197 -1.73931 0.62445
H 9.23618 -0.87335 1.82531
H 9.97304 -1.56334 0.29310
H 7.83205 0.22193 -0.55090
H 9.57598 0.32886 -0.94487
H 9.93608 2.13785 0.63971
H 8.89509 1.22513 1.88320
H 7.72479 2.84229 -0.52857
H 8.06429 3.55517 1.14120
H 5.94052 2.60240 1.83768
H 6.63823 0.94505 1.50110
H 5.96540 1.21220 -0.98798
H 5.29441 2.88495 -0.53328
H 4.08403 0.99974 1.36424
H 4.01399 0.15312 -0.21445
H 3.19163 2.85442 -0.91547
H 2.56337 2.60185 0.77106
H 2.15270 0.32648 -1.31374
H 1.26438 0.68856 0.20888
H 0.97261 2.98609 -1.69806
H -0.27240 2.11286 -0.72328
H 0.05507 0.12672 -2.67164
H 0.67826 1.55797 -3.57624
H -1.44564 2.25454 -4.03936
H -1.63908 2.66180 -2.30599
H -2.93251 0.38031 -3.91756
H -2.09903 -0.19619 -2.44424
H -4.65782 1.39062 -2.69528
H -3.58332 2.31609 -1.61937
H -4.52670 -0.65461 -1.28689
H -5.09919 0.70677 -0.28160
H -2.07722 0.56886 -0.29357
H -4.34672 -1.92384 0.83439
H -3.05019 -2.49430 1.91991
H -4.35874 -4.23507 0.43466
H -3.58210 -3.59889 -1.04199
H -2.63524 -5.76901 0.13229
H -2.20996 -5.04326 2.50730
H -0.65669 -5.37615 1.64270
H -1.14380 -3.68672 1.95693
H -1.53627 -3.73923 -1.63637
H -1.13770 -5.49184 -1.52544
H -0.17722 -4.21042 -0.57764
H 0.52844 -1.65575 1.68642
H 0.41619 -1.65225 -0.04994
H -1.87834 -0.85321 2.91241
H -4.44855 -0.79510 2.73705
H -5.09948 0.69355 2.00456
H -3.60412 -0.96298 4.66326
H -2.38471 0.41736 4.81815
H -3.86779 0.38832 5.82200
H -1.65526 2.20021 1.01046
H -1.99185 2.15126 2.81164
H -4.46470 2.70141 1.08520
H -1.94234 4.43058 1.03447
H -3.27591 4.25246 -0.27472
H -3.52630 5.23516 1.23563
C -6.15104 4.02310 -3.14145
O -5.02264 3.61918 -3.38652
N -7.26247 3.45094 -3.67312
N -6.38661 5.07997 -2.31464
H -8.19540 3.76545 -3.48562
H -7.12562 2.66603 -4.28944
H -5.58753 5.52863 -1.90483
H -7.30196 5.42788 -2.10050
C -3.32428 8.80227 2.45064
O -3.24851 9.84253 1.81874
N -4.49157 8.35823 2.99541
N -2.24735 7.99509 2.66518
H -4.57594 7.50693 3.51843
H -5.30652 8.92811 2.85769
H -1.36939 8.29058 2.27822
H -2.28768 7.13645 3.18117
C 6.46335 -2.41965 3.46957
O 6.66389 -1.57797 2.60725
N 6.84166 -3.71884 3.32449
N 5.84593 -2.12817 4.64889
H 6.68898 -4.42575 4.01836
H 7.30161 -3.96905 2.46728
H 5.55502 -1.17794 4.79048
H 5.67296 -2.80230 5.37020
C 9.76151 -1.51117 -3.73396
O 10.38115 -2.06157 -2.83754
N 10.27134 -1.35200 -4.98655
N 8.50747 -1.00977 -3.55479
H 9.78062 -0.90351 -5.73639
H 11.19431 -1.70978 -5.15380
H 8.10208 -1.11000 -2.64125
H 7.97957 -0.55388 -4.27433
C -2.75973 -8.73710 0.23615
O -2.57033 -7.89713 -0.63480
N -2.34798 -10.02520 0.10814
N -3.39862 -8.45121 1.40467
H -2.49203 -10.72955 0.80670
H -1.87319 -10.27221 -0.74168
H -3.71810 -7.50894 1.53390
H -3.56388 -9.12384 2.12947
C -6.50925 -1.23525 -4.04976
O -6.41842 -0.18187 -4.65846
N -7.68602 -1.68703 -3.53601
N -5.44487 -2.04694 -3.83015
H -7.78182 -2.54906 -3.03354
H -8.49768 -1.11311 -3.67709
H -4.55768 -1.74768 -4.19421
H -5.49763 -2.91573 -3.33269
```